This record from OMol25 describes C62H49MnN4O2P3 as an isolated structure. The level of theory is the ωB97M-V functional and the def2-TZVPD basis.

The value obtained for the calculated total energy is -4936.38739 hartree. The energy above the lowest of the compared OMol25 structures with the same formula, charge and spin comes out at 0.00 kcal per mole. The calculation puts the frontier orbital gap (spin up / spin down) at 0.2328 / 0.2204 Ha. The spin multiplicity is 2. Its expectation value of S² is 0.782. As for the max |F|: 1.87 eV Å⁻¹.

Last column: Mulliken charge in e.
Geometry (Å):
C  4.57  -1.01  -3.19  -0.57
C  4.68  1.93  0.03  -0.70
H  -2.23  1.24  0.41  0.50
C  -1.15  1.92  -1.79  -0.28
C  -0.64  2.37  -0.46  0.63
P  -0.34  -0.08  2.15  2.11
C  0.54  4.38  0.46  -1.09
H  -3.64  2.31  -4.02  0.87
C  3.17  -3.18  -1.35  0.57
C  2.83  0.61  -2.82  0.27
H  -3.13  -0.39  3.34  0.41
C  3.65  -4.02  -0.35  -0.93
C  -6.37  -0.55  -1.91  -0.16
C  -2.71  1.99  -3.57  -1.25
C  -1.70  -2.85  -2.03  -1.37
H  -1.90  1.82  3.86  0.33
N  4.01  -1.07  0.21  0.13
H  3.89  -3.61  0.63  0.34
H  -7.71  -0.32  -5.02  0.43
C  -1.40  1.10  4.51  0.05
C  -1.00  0.24  6.71  -0.73
H  -5.11  -1.61  2.49  0.43
C  4.01  1.56  1.20  0.22
C  5.06  -0.25  -4.24  -0.76
C  3.52  -5.91  -1.84  -0.55
H  -2.56  3.79  1.87  0.46
C  -1.65  2.13  0.67  0.56
H  2.83  2.30  -4.13  0.47
Mn  1.13  -0.52  0.43  0.68
C  3.45  -0.59  -2.47  0.10
C  3.32  1.37  -3.87  -0.53
C  -1.61  1.16  5.87  -0.80
C  -5.85  1.60  -2.91  0.32
C  -0.52  -1.57  -0.27  -0.50
N  -4.67  3.24  -1.84  -0.15
N  -5.27  2.84  -2.94  -1.17
C  -1.78  -1.58  0.43  -0.58
H  0.29  -1.47  6.83  0.45
H  -0.11  4.25  -1.51  0.54
C  0.02  -0.80  4.81  -0.47
H  5.02  -2.45  6.16  0.40
C  3.85  2.51  2.20  -0.27
H  5.06  -1.94  -2.94  0.44
C  -2.94  -2.23  -0.07  1.69
C  -0.57  0.12  3.95  0.93
H  6.21  -0.47  5.29  0.43
H  -5.23  0.97  -0.94  0.38
H  3.66  -6.96  -2.03  0.37
C  4.44  0.95  -4.58  -0.66
H  0.40  2.52  3.38  0.34
C  -0.64  0.84  -3.74  -0.28
H  5.39  5.15  0.76  0.39
C  -3.47  3.07  -1.43  0.18
C  -3.06  -0.90  2.39  -0.43
H  5.68  3.48  -1.05  0.44
C  -2.42  2.32  -2.25  1.54
H  -6.56  -3.28  -1.95  0.10
H  -2.06  0.97  -5.35  0.43
O  -7.68  -2.11  -3.24  -0.46
H  5.44  0.63  3.22  0.41
C  -0.55  -2.23  -1.48  0.46
N  -0.30  1.21  -2.51  0.46
C  -4.13  -2.24  0.70  -0.81
H  -8.09  -2.67  -1.28  0.32
O  0.32  1.52  0.23  0.96
H  -2.26  1.93  6.29  0.44
C  3.83  -5.38  -0.59  -0.62
C  5.01  4.15  0.88  -0.62
H  4.22  4.52  2.84  0.44
H  -6.64  1.92  -4.87  0.45
C  3.57  -2.46  4.58  -0.90
C  5.35  -0.85  4.76  -0.75
H  1.96  0.93  -2.27  -0.20
H  3.32  2.25  3.11  0.52
H  2.46  -3.09  -3.37  0.43
C  -0.43  1.67  1.49  1.03
C  -0.19  -0.75  6.18  -0.77
C  5.17  3.21  -0.13  -0.70
C  -7.16  -0.02  -4.14  -0.66
H  0.07  0.22  -4.27  0.54
H  2.77  -5.49  -3.80  0.39
C  -1.83  1.24  -4.33  -1.55
H  4.80  1.20  -0.77  0.26
C  -4.19  -1.59  1.90  -1.18
C  4.68  -1.97  5.25  -0.57
H  0.36  -2.29  -2.08  0.19
H  -6.30  -1.21  -1.07  0.25
H  0.67  -1.57  4.40  0.35
H  1.17  4.57  2.53  0.42
H  -8.10  -3.94  -2.53  0.28
H  -3.98  4.54  0.06  0.48
C  -5.77  0.70  -1.84  -0.87
C  -2.55  3.28  0.92  -1.37
H  4.82  1.54  -5.40  0.41
C  2.84  -3.73  -2.59  -0.18
H  0.97  5.36  0.27  0.41
C  4.91  -0.23  3.60  -0.47
C  -3.30  3.71  -0.09  -1.34
C  -2.87  -2.87  -1.34  -0.73
C  -1.90  -0.89  1.67  -0.07
C  3.79  -0.71  2.92  0.39
C  0.24  2.73  2.33  -0.98
C  0.67  3.90  1.84  -0.82
P  3.18  -0.07  1.32  0.70
C  3.02  -5.08  -2.83  -0.79
C  -7.06  -0.91  -3.06  0.95
P  2.82  -1.43  -0.96  0.13
C  -7.60  -3.04  -2.18  -0.56
H  5.93  -0.58  -4.79  0.44
H  -3.76  -3.36  -1.73  0.28
H  -1.17  0.28  7.78  0.38
H  -4.98  -2.79  0.33  0.59
H  2.27  -2.22  2.88  0.70
C  -6.57  1.22  -4.06  -0.19
H  5.01  -1.16  0.10  0.31
H  4.22  -6.02  0.19  0.42
H  3.05  -3.33  4.95  0.45
C  -0.06  3.76  -0.55  -1.22
C  4.35  3.79  2.05  -0.79
C  3.13  -1.83  3.42  -0.60
H  -1.64  -3.33  -3.00  0.42